(1)
The following is a quantum chemistry calculation of a 2-piece molecular cluster, C4H11NO3 overall, from the OMol25 dataset.

Last column: Mulliken charge in e.
Cartesian coordinates (Å):
C: -2.898 -2.757 -0.583  -0.798
N: -1.762 -2.110 0.130  -0.223
C: -0.841 -1.265 -0.445  0.461
O: -0.810 -1.019 -1.653  -0.621
C: 0.251 -0.555 0.378  -0.396
C: 0.638 0.805 -0.161  -0.352
O: 1.559 1.365 0.808  -0.506
H: -3.478 -3.295 0.186  0.324
H: -2.481 -3.495 -1.289  0.258
H: -3.580 -2.088 -1.134  0.256
H: -1.800 -2.141 1.152  0.272
H: -0.171 -0.381 1.386  0.267
H: 1.142 -1.202 0.493  0.244
H: 1.231 0.700 -1.090  0.240
H: -0.268 1.393 -0.404  0.287
H: 1.993 2.220 0.601  0.283
O: 3.413 4.415 0.605  -0.629
H: 4.327 4.072 0.730  0.319
H: 3.535 5.339 0.290  0.313

Summary:
structure (SMILES): CNC(=O)CCO.O
calculated total energy: -11958.767 eV
gap between HOMO and LUMO: 10.080 eV
net charge: 0
multiplicity: 1
largest force on an atom: 1.959 eV/Å

(2)
The following is a quantum chemistry calculation of C4H11NO3 as an isolated structure, from the OMol25 dataset.

Last column: Mulliken charge in e.
Cartesian coordinates (Å):
C: -1.325 0.021 -0.031  1.050
C: -2.338 1.020 0.508  -1.259
O: -1.073 0.010 -1.283  -0.760
O: -1.520 -1.228 0.585  -0.512
H: 0.420 0.443 -1.439  0.412
H: -1.380 -1.893 -0.102  0.361
H: -0.118 0.441 0.539  -0.038
H: -2.370 0.985 1.596  0.354
H: -2.086 2.022 0.162  0.294
H: -3.325 0.760 0.121  0.339
C: 1.963 -1.571 -0.007  -0.526
C: 1.281 0.686 0.342  -0.234
O: 1.871 -0.423 0.844  -0.300
N: 1.310 0.906 -1.007  -0.550
H: 1.249 1.895 -1.218  0.272
H: 1.465 1.526 1.008  0.382
H: 2.448 -2.338 0.589  0.256
H: 2.554 -1.347 -0.897  0.310
H: 0.972 -1.915 -0.307  0.152

Summary:
calculated total energy: -11956.889 eV
gap between HOMO and LUMO: 9.811 eV
net charge: 0
multiplicity: 1
largest force on an atom: 1.907 eV/Å

The energy above the lowest of the compared OMol25 structures with the same formula, charge and spin results, record by record, are as follows: 129.6 310.8 kJ/mol.
The LUMO energy results, record by record, are as follows: 0.62 0.65 eV.